# 1
{
  "formula": "C9H7NO",
  "method": "ωB97M-V/def2-TZVPD",
  "elements": ["C", "C", "C", "C", "C", "C", "C", "C", "O", "N", "C", "H", "H", "H", "H", "H", "H", "H"],
  "xyz": [[-0.077, -1.032, 2.931], [0.971, -1.229, 2.115], [0.963, -0.771, 0.825], [-0.148, -0.080, 0.413], [-0.198, 0.469, -0.891], [-0.203, -0.124, -2.160], [-0.141, 0.880, -3.165], [-0.126, 2.011, -2.478], [-0.149, 1.818, -1.191], [-1.234, 0.227, 1.238], [-1.128, -0.328, 2.464], [0.013, -1.441, 4.039], [2.028, -1.633, 2.274], [1.807, -0.970, 0.001], [-0.179, -1.369, -2.183], [-0.026, 0.638, -4.363], [-0.256, 3.129, -2.846], [-1.916, -0.193, 2.977]],
  "atomic_forces_ev_per_a": [[1.2, -1.8, 4.2], [4.5, -1.0, -1.3], [0.9, -0.3, -2.8], [-2.1, 1.5, 2.0], [0.0, 0.6, -5.9], [0.5, -4.3, 2.4], [0.4, -3.0, -3.9], [-0.6, 4.4, -2.1], [-0.3, 0.3, 3.4], [2.5, -1.6, -0.4], [2.9, 0.5, -4.8], [-0.6, 1.0, -2.5], [-1.9, 0.0, 1.1], [-1.9, 0.5, 2.3], [-0.1, 3.8, -0.5], [-0.5, 1.1, 3.5], [0.6, -2.7, 1.0], [-5.5, 1.0, 4.1]],
  "mulliken_charge": [-0.41, -0.23, -0.25, 0.16, 0.42, -0.11, -0.33, -0.24, -0.30, -0.55, -0.35, 0.23, 0.28, 0.26, 0.21, 0.23, 0.31, 0.67],
  "lumo_energy_ev": 0.659,
  "total_charge": 0,
  "e_above_lowest_kj_mol": 338.5,
  "homo_energy_ev": -8.57
}

# 2
{
  "formula": "C2H4ClFS",
  "method": "ωB97M-V/def2-TZVPD",
  "elements": ["C", "C", "F", "S", "Cl", "H", "H", "H", "H"],
  "xyz": [[-0.951, -0.336, 0.127], [0.349, 0.504, -0.008], [1.089, 0.370, 1.153], [1.496, -0.235, -1.422], [-0.132, 2.242, -0.099], [-1.842, -0.045, -0.434], [-0.691, -1.387, -0.142], [-1.395, -0.155, 1.157], [2.076, -0.958, -0.330]],
  "atomic_forces_ev_per_a": [[-0.1, -0.2, 1.0], [-0.6, -0.6, -0.4], [-0.4, 0.0, -0.6], [-0.4, 0.2, 3.0], [0.6, -0.6, -0.4], [0.7, 0.3, -0.9], [-0.4, 0.7, 0.7], [1.1, -0.7, -0.8], [-0.5, 0.8, -1.8]],
  "mulliken_charge": [-0.99, 0.47, -0.23, -0.21, -0.17, 0.36, 0.28, 0.30, 0.19],
  "lumo_energy_ev": 0.579,
  "total_charge": 0,
  "e_above_lowest_kj_mol": 66.7,
  "homo_energy_ev": -9.90
}

# 3
{
  "formula": "C5H8O",
  "method": "ωB97M-V/def2-TZVPD",
  "elements": ["C", "C", "C", "C", "C", "O", "H", "H", "H", "H", "H", "H", "H", "H"],
  "xyz": [[1.333, -0.538, -0.035], [0.916, 0.851, -0.191], [-0.458, 0.581, 0.225], [-1.573, 0.059, -0.528], [-0.750, -0.735, 0.511], [0.119, -1.368, -0.385], [2.300, -1.256, -0.523], [1.437, -0.645, 1.224], [1.175, 1.475, -1.244], [1.349, 1.586, 0.548], [-0.863, 1.376, 0.815], [-1.108, -0.319, -1.510], [-2.697, 0.251, -0.152], [-1.181, -1.319, 1.244]],
  "atomic_forces_ev_per_a": [[3.7, -6.3, 1.9], [2.3, 3.7, -2.7], [-1.9, 7.0, 2.1], [-2.2, -1.8, -1.1], [-1.8, -2.2, -3.7], [3.9, -0.3, 1.6], [-2.7, 3.0, 1.1], [0.2, -0.1, -3.4], [-1.2, -2.2, 2.3], [0.0, -1.2, -0.6], [0.1, 0.3, 1.1], [-2.5, 0.6, 1.0], [2.8, 0.1, -1.7], [-0.5, -0.7, 1.9]],
  "mulliken_charge": [-0.32, -0.59, 0.12, -0.80, -0.40, -0.40, 0.25, 0.20, 0.25, 0.27, 0.43, 0.29, 0.23, 0.48],
  "lumo_energy_ev": 1.081,
  "total_charge": 0,
  "e_above_lowest_kj_mol": 520.4,
  "homo_energy_ev": -9.12
}

# 4
{
  "formula": "C5H9NO",
  "method": "ωB97M-V/def2-TZVPD",
  "elements": ["C", "C", "O", "C", "C", "N", "C", "H", "H", "H", "H", "H", "H", "H", "H", "H"],
  "xyz": [[0.353, -1.615, -1.302], [-0.345, -0.801, -0.550], [-1.842, -0.423, -0.588], [-0.109, 0.053, 0.614], [-0.339, -0.559, 1.963], [0.555, 1.147, 0.526], [0.838, 1.792, -0.724], [1.408, -1.745, -1.119], [-0.124, -2.210, -2.064], [-2.020, 0.521, -0.509], [-1.334, -0.996, 2.031], [0.393, -1.347, 2.136], [-0.238, 0.207, 2.728], [1.910, 1.719, -0.929], [0.295, 1.405, -1.595], [0.599, 2.852, -0.619]],
  "atomic_forces_ev_per_a": [[-0.8, -0.2, -0.1], [-4.0, 2.7, 1.0], [1.2, -2.7, -1.6], [4.2, 0.3, 0.3], [-0.4, 0.2, 0.1], [-1.4, -0.1, 1.0], [0.2, -0.1, -0.4], [0.0, 0.0, 0.2], [0.0, 0.1, -0.2], [0.8, 0.0, 0.0], [0.0, -0.1, 0.0], [0.0, 0.0, 0.0], [0.1, 0.0, 0.0], [-0.1, 0.1, 0.0], [0.1, -0.1, 0.0], [0.1, 0.0, 0.0]],
  "mulliken_charge": [-0.78, 0.37, -0.57, 0.78, -1.22, -0.57, -0.85, 0.28, 0.30, 0.38, 0.33, 0.26, 0.40, 0.28, 0.33, 0.29],
  "lumo_energy_ev": 0.867,
  "total_charge": 0,
  "e_above_lowest_kj_mol": 299.2,
  "homo_energy_ev": -9.16
}

# 5
{
  "formula": "C7H14O",
  "method": "ωB97M-V/def2-TZVPD",
  "elements": ["C", "C", "C", "C", "C", "C", "C", "H", "H", "H", "H", "H", "H", "H", "H", "H", "H", "H", "H", "O", "H", "H"],
  "xyz": [[-0.651, 3.586, -0.137], [-0.713, 2.094, 0.007], [-0.584, 1.450, 1.174], [-0.885, 0.025, 1.312], [-0.185, -0.961, 0.765], [-0.663, -2.357, 0.515], [-0.666, -2.631, -1.023], [-1.540, 4.209, -0.221], [-0.126, 3.815, -1.090], [-0.083, 4.068, 0.670], [-0.877, 1.507, -0.884], [-0.375, 2.084, 2.042], [-1.894, -0.243, 1.654], [0.810, -0.700, 0.392], [-0.007, -3.075, 1.034], [-1.722, -2.600, 0.809], [0.317, -2.240, -1.403], [-0.868, -3.623, -1.365], [-1.179, -1.827, -1.513], [4.073, -0.605, -0.628], [3.940, -1.554, -0.549], [3.876, -0.421, -1.559]],
  "atomic_forces_ev_per_a": [[1.4, 0.7, -0.8], [-0.3, 0.1, 0.8], [0.0, 1.1, -0.1], [-0.7, -0.7, -0.5], [0.1, 0.2, 0.0], [-0.9, -1.2, -0.6], [2.5, 2.2, 0.6], [-0.7, -0.7, 0.1], [0.0, 0.0, 0.6], [0.1, -0.3, -0.1], [-0.3, -0.1, -0.2], [-0.2, -0.4, 0.0], [0.3, 0.3, 0.2], [-0.1, -0.3, -0.1], [-0.2, 0.1, -0.2], [1.0, 0.7, 0.4], [0.0, -1.2, 0.3], [-0.3, -0.4, -0.1], [-1.6, -0.1, -0.2], [-0.1, 0.0, -0.4], [0.0, 0.0, 0.1], [0.1, 0.0, 0.4]],
  "mulliken_charge": [-1.17, -0.04, -0.45, -0.25, -0.31, -0.34, -1.16, 0.29, 0.29, 0.32, 0.38, 0.25, 0.26, 0.43, 0.30, 0.25, 0.26, 0.35, 0.35, -0.64, 0.31, 0.32],
  "lumo_energy_ev": 0.774,
  "total_charge": 0,
  "e_above_lowest_kj_mol": 196.8,
  "homo_energy_ev": -9.00
}

# 6
{
  "formula": "CH3ClN2O2",
  "method": "ωB97M-V/def2-TZVPD",
  "elements": ["O", "N", "O", "C", "N", "Cl", "H", "H", "H"],
  "xyz": [[-1.271, 1.331, 1.263], [-1.065, 1.130, 0.109], [-1.472, 1.735, -0.833], [-0.305, -0.049, -0.258], [1.226, -0.002, 0.474], [2.108, 1.247, -0.288], [-0.278, 0.114, -1.418], [-0.828, -0.972, 0.291], [0.985, 0.291, 1.390]],
  "atomic_forces_ev_per_a": [[-0.3, 0.8, 1.9], [0.3, -1.0, -0.3], [-1.0, 1.7, -1.0], [2.9, -2.0, 0.8], [-3.6, -1.1, -3.2], [0.2, 0.4, 0.0], [0.5, -1.4, 2.3], [1.2, 1.9, -1.8], [-0.1, 0.7, 1.2]],
  "mulliken_charge": [-0.55, 1.00, -0.56, -0.44, -0.38, -0.06, 0.41, 0.28, 0.32],
  "lumo_energy_ev": -0.244,
  "total_charge": 0,
  "e_above_lowest_kj_mol": 273.8,
  "homo_energy_ev": -10.25
}

# 7
{
  "formula": "C4H8N4",
  "method": "ωB97M-V/def2-TZVPD",
  "elements": ["C", "C", "C", "C", "H", "H", "H", "H", "H", "H", "H", "H", "N", "N", "N", "N"],
  "xyz": [[-1.631, 0.103, -0.068], [0.831, 0.915, -0.207], [1.627, -0.258, 0.341], [1.655, -1.115, -0.806], [0.063, -1.653, 0.048], [-1.630, -1.089, 1.746], [-3.519, 0.213, 0.295], [-1.069, 1.598, -1.346], [2.166, 2.032, 0.695], [1.865, -0.095, 1.756], [2.106, -2.228, -0.344], [0.988, -0.854, -1.725], [-1.231, -1.154, 0.376], [-2.832, 0.677, -0.147], [-0.557, 0.819, -0.937], [1.166, 2.088, 0.323]],
  "atomic_forces_ev_per_a": [[-0.5, 1.8, -3.2], [-2.0, 5.0, 3.5], [-2.0, -0.1, -2.6], [1.3, -2.6, 5.7], [-4.5, 2.6, 1.6], [1.9, -0.7, -5.2], [-2.9, -2.5, 2.0], [1.1, 0.6, 0.5], [-1.7, -0.1, -0.3], [-0.4, -1.2, -5.2], [-1.1, 2.8, -2.8], [1.6, -0.7, 1.7], [1.0, -0.8, 4.4], [6.8, 0.9, -1.3], [0.9, -3.0, 3.3], [0.5, -2.0, -2.2]],
  "mulliken_charge": [0.36, 0.51, -0.37, -0.84, 0.44, 0.30, 0.24, 0.34, 0.27, 0.30, 0.32, 0.41, -0.65, -0.67, -0.29, -0.67],
  "lumo_energy_ev": -0.529,
  "total_charge": 0,
  "e_above_lowest_kj_mol": 949.3,
  "homo_energy_ev": -8.86
}

# 8
{
  "formula": "C51H61N4OP3SiTi",
  "method": "ωB97M-V/def2-TZVPD",
  "elements": ["Ti", "C", "Si", "C", "C", "C", "C", "C", "C", "P", "C", "C", "C", "C", "C", "C", "C", "C", "C", "C", "C", "C", "C", "C", "C", "C", "C", "C", "P", "C", "C", "C", "C", "C", "C", "C", "C", "C", "C", "C", "C", "H", "H", "H", "H", "H", "H", "H", "H", "H", "H", "H", "H", "H", "H", "H", "H", "H", "H", "H", "H", "H", "H", "H", "H", "H", "H", "H", "H", "H", "H", "H", "O", "H", "H", "N", "C", "N", "C", "N", "C", "C", "C", "C", "P", "N", "C", "C", "C", "C", "C", "C", "C", "C", "H", "H", "H", "H", "H", "H", "H", "H", "H", "H", "H", "H", "H", "H", "H", "H", "H", "H", "H", "H", "H", "H", "H", "H", "H", "H", "H", "H"],
  "xyz": [[-0.131, 0.024, 3.140], [-2.328, 2.137, 1.141], [-2.023, 0.183, 1.225], [-2.020, -1.075, -0.185], [-1.849, -2.252, 0.432], [-1.645, -3.378, -0.353], [-1.696, -3.334, -1.736], [-1.962, -2.031, -2.399], [-1.847, -0.942, -1.612], [-1.687, 0.641, -2.414], [-3.200, 1.510, -2.762], [-4.466, 1.293, -2.323], [-5.594, 2.069, -2.639], [-5.351, 3.401, -3.114], [-4.084, 3.691, -3.545], [-3.009, 2.772, -3.515], [-1.159, 0.310, -4.076], [-2.099, 0.281, -5.174], [-1.676, 0.146, -6.497], [-0.303, 0.099, -6.874], [0.674, 0.288, -5.909], [0.317, 0.383, -4.637], [-3.975, -0.157, 1.912], [-4.966, -0.727, 1.141], [-6.285, -0.636, 1.491], [-6.736, -0.162, 2.720], [-5.782, 0.007, 3.695], [-4.409, 0.239, 3.199], [-2.900, 0.379, 4.371], [-2.921, 1.991, 5.133], [-2.131, 2.336, 6.308], [-2.339, 3.565, 6.951], [-3.089, 4.513, 6.310], [-3.705, 4.309, 5.055], [-3.647, 3.005, 4.503], [-3.488, -0.782, 5.765], [-2.716, -1.951, 5.849], [-3.097, -2.902, 6.836], [-4.005, -2.537, 7.834], [-4.580, -1.315, 7.857], [-4.361, -0.402, 6.810], [-3.243, 2.711, 1.019], [-1.539, 2.568, 0.550], [-1.870, 2.452, 2.206], [-1.828, -2.162, 1.649], [-1.613, -4.369, 0.275], [-1.310, -4.092, -2.423], [-1.715, -1.834, -3.504], [-4.379, 0.470, -1.619], [-6.288, 1.892, -2.087], [-6.138, 4.070, -3.120], [-3.981, 4.515, -3.905], [-2.013, 3.164, -3.757], [-3.165, 0.232, -5.166], [-2.476, 0.352, -7.124], [-0.052, 0.035, -7.955], [1.675, 0.310, -6.242], [1.008, 0.169, -4.027], [-4.670, -0.927, 0.056], [-7.002, -1.094, 0.725], [-7.896, -0.192, 2.984], [-5.982, 0.042, 4.769], [-1.485, 1.542, 6.669], [-1.880, 3.865, 7.742], [-3.176, 5.448, 6.875], [-4.191, 5.322, 4.557], [-4.552, 2.782, 3.758], [-1.870, -2.142, 5.192], [-2.772, -3.983, 6.796], [-4.232, -3.153, 8.741], [-5.258, -1.184, 8.689], [-4.884, 0.547, 6.850], [0.324, 1.432, 3.063], [6.968, 6.329, 3.485], [2.544, 0.551, -3.206], [1.596, -1.207, 2.762], [2.238, -1.973, 2.143], [3.033, -2.578, 1.446], [3.577, -3.733, 1.633], [4.154, -4.694, 1.736], [5.903, -7.747, -2.724], [7.019, -6.679, -2.486], [6.934, -5.553, -3.353], [7.526, -6.634, -1.234], [4.472, 1.000, -1.860], [3.331, 0.069, -2.666], [3.320, 1.571, -0.464], [1.792, 1.969, -0.703], [4.075, 2.665, 0.317], [3.515, 0.352, 0.385], [4.800, 2.316, -3.284], [3.624, 2.969, -3.791], [5.748, 3.348, -2.680], [5.415, 1.405, -4.488], [4.818, -7.722, -2.663], [6.088, -8.693, -2.477], [5.918, -8.392, -3.766], [5.863, -5.443, -3.204], [6.975, -5.824, -4.450], [7.535, -4.474, -3.170], [7.400, -7.438, -0.602], [3.493, -0.894, -3.251], [8.496, -6.033, -1.024], [1.417, 2.863, -1.453], [1.503, 2.352, 0.312], [1.263, 1.136, -0.987], [3.378, 3.085, 1.313], [4.375, 3.792, -0.276], [5.328, 2.004, 0.801], [3.342, -0.501, -0.194], [2.812, 0.578, 1.383], [4.503, 0.244, 0.704], [2.693, 3.141, -3.126], [3.066, 2.511, -4.744], [4.246, 3.967, -4.131], [7.054, 3.142, -3.081], [5.674, 3.438, -1.558], [5.277, 4.044, -3.438], [4.916, 1.110, -5.355], [5.464, 0.482, -4.368], [6.423, 1.496, -5.282], [-0.180, -1.490, 4.973]],
  "atomic_forces_ev_per_a": [[-2.4, -9.7, 1.4], [2.0, -0.1, 2.3], [-2.3, 1.7, 1.4], [1.1, 3.0, -1.3], [-0.3, -0.4, 2.3], [-0.6, -3.3, 1.4], [0.0, 2.2, -1.3], [3.0, -2.8, -0.6], [-2.7, 0.5, 1.4], [1.9, 1.5, 1.3], [0.5, 3.7, -2.7], [0.2, -1.2, 0.2], [9.6, 3.9, -4.1], [0.3, -4.6, 0.5], [0.1, -9.5, 3.0], [-1.2, -0.4, 2.2], [2.0, 0.3, -5.3], [2.5, -0.8, 0.9], [2.9, 0.6, 1.0], [-2.3, 0.7, -1.2], [-1.3, -0.5, -2.5], [-8.6, 0.1, 0.4], [1.2, 0.5, 1.1], [0.9, 0.9, -2.7], [-2.0, -1.2, -1.9], [-2.6, -1.4, 0.9], [2.7, 1.6, -0.8], [0.4, -1.5, 1.6], [-1.0, -1.5, 0.0], [0.4, 2.0, 1.2], [-1.4, -0.6, -1.2], [-1.8, -3.1, -5.8], [-1.0, 1.2, -0.9], [0.0, 2.1, 0.3], [-3.3, 0.9, -0.5], [1.6, 1.3, 0.2], [-1.7, -1.2, 1.0], [0.2, -0.7, -0.4], [0.9, -1.8, 0.8], [-0.6, 1.4, -0.6], [0.0, -1.0, 0.1], [-0.3, -0.5, -0.2], [0.3, 0.3, -0.8], [-1.3, -0.7, -1.9], [-0.1, -1.1, -3.0], [0.5, 1.7, -1.8], [-0.7, -0.4, 0.6], [-0.9, -1.1, 1.6], [-1.6, -0.3, 0.0], [-9.1, -2.2, 5.6], [-1.4, 1.5, -0.2], [1.8, 9.7, -4.2], [-0.4, -0.5, -0.2], [-0.6, 0.4, 1.2], [-1.0, -0.5, -2.0], [-0.1, 0.0, 0.9], [1.2, -0.1, 0.1], [5.0, -0.6, 5.3], [-0.7, -0.5, 1.6], [0.7, 1.1, 1.2], [2.7, 0.0, -0.6], [-0.1, 0.3, -0.5], [0.0, 0.2, 0.3], [2.9, 1.2, 5.1], [-0.2, 0.0, -0.7], [0.9, -3.2, 1.1], [2.7, 0.2, 1.1], [-0.3, 0.1, -0.1], [0.2, 1.5, 0.1], [0.3, 0.0, -1.3], [-0.1, 0.8, -0.1], [0.2, 0.1, -0.3], [2.5, 7.6, 0.0], [0.0, 0.0, 0.0], [1.7, -0.6, 1.4], [-1.3, 0.5, -0.2], [-1.7, 2.2, 2.0], [1.3, -0.7, -2.2], [-1.2, 2.2, -0.1], [2.0, -3.7, 0.3], [0.0, 0.1, -4.6], [-1.4, -2.0, 3.3], [0.6, 3.5, -2.8], [3.2, 1.2, -2.4], [0.5, 0.3, -1.4], [-2.3, -3.2, -3.7], [1.0, 2.5, -1.2], [1.5, 3.6, 0.5], [1.9, 2.8, 2.1], [-3.5, 1.5, 2.9], [1.9, -5.1, 0.9], [-3.4, 2.5, -3.2], [3.5, -0.7, -2.4], [2.8, 7.0, -2.6], [0.0, 1.5, 0.6], [1.5, -3.6, 3.6], [0.3, 2.8, 0.5], [-0.4, 1.4, -0.4], [0.3, 0.3, 1.1], [-1.6, -3.3, -0.1], [-0.6, -1.5, 1.4], [0.1, 3.3, 2.4], [-2.2, -0.4, -0.3], [1.7, -2.1, 1.6], [-0.3, -0.6, -0.8], [-1.4, -2.0, -0.4], [2.2, -1.6, -2.7], [-1.0, -3.6, 1.7], [-3.8, 2.6, -1.4], [-1.2, -1.7, -0.2], [1.7, -1.3, -2.5], [1.5, 0.1, 0.7], [2.0, 0.3, -0.5], [1.7, 0.7, 1.9], [-3.6, -1.4, -0.3], [-4.2, 0.6, 1.5], [0.2, 0.5, -1.6], [2.5, 1.6, 2.4], [-3.1, 1.5, -1.8], [1.4, -8.4, 3.5], [-1.7, 1.0, 3.2], [0.1, 1.4, -1.1]],
  "lowdin_spin": [0.00, 0.00, 0.00, 0.00, 0.00, 0.00, 0.00, 0.00, 0.00, 0.00, 0.00, 0.00, 0.00, 0.00, 0.00, 0.00, 0.00, 0.00, 0.00, 0.00, 0.00, 0.00, 0.00, 0.00, 0.00, 0.00, 0.00, 0.00, 0.00, 0.00, 0.00, 0.00, 0.00, 0.00, 0.00, 0.00, 0.00, 0.00, 0.00, 0.00, 0.00, 0.00, 0.00, 0.00, 0.00, 0.00, 0.00, 0.00, 0.00, 0.00, 0.00, 0.00, 0.00, 0.00, 0.00, 0.00, 0.00, 0.00, 0.00, 0.00, 0.00, 0.00, 0.00, 0.00, 0.00, 0.00, 0.00, 0.00, 0.00, 0.00, 0.00, 0.00, 0.00, 1.00, 0.00, 0.00, 0.00, 0.00, 0.00, 0.00, 0.00, 0.00, 0.00, 0.00, 0.00, 0.00, 0.00, 0.00, 0.00, 0.00, 0.00, 0.00, 0.00, 0.00, 0.00, 0.00, 0.00, 0.00, 0.00, 0.00, 0.00, 0.00, 0.00, 0.00, 0.00, 0.00, 0.00, 0.00, 0.00, 0.00, 0.00, 0.00, 0.00, 0.00, 0.00, 0.00, 0.00, 0.00, 0.00, 0.00, 0.00, 0.00],
  "lumo_energy_ev": 1.824,
  "total_charge": -1,
  "e_above_lowest_kj_mol": 2236.8,
  "multiplicity": 2,
  "homo_energy_ev": -4.93
}